(1)
ORCA calculation (ωB97M-V with the def2-TZVPD basis set) on C42H42BrIrN5P2S as an isolated structure.

## Properties
Multiplicity   6
Total charge   +4
Orbital gap (spin up / spin down)   7.392 / 3.394 eV
LUMO (spin up / spin down)   -9.467 / -13.913 eV

Geometry (Å):
Ir1 14.591 13.313 12.115
C1 10.687 13.224 14.519
C2 11.288 11.855 14.156
P1 10.919 11.325 12.414
C3 12.454 11.028 11.472
C4 12.310 10.885 10.092
C5 13.390 10.521 9.302
C6 14.640 10.335 9.877
C7 14.812 10.512 11.243
C8 13.727 10.879 12.060
C9 10.018 9.767 12.479
C10 10.253 8.743 11.548
C11 9.532 7.569 11.624
C12 8.536 7.415 12.588
C13 8.307 8.426 13.520
C14 9.008 9.612 13.443
C15 11.663 14.377 14.306
P2 12.180 14.570 12.534
C16 10.568 15.163 11.864
C17 10.219 16.510 12.007
C18 8.939 16.923 11.685
C19 8.007 16.022 11.196
C20 8.336 14.678 11.083
C21 9.618 14.264 11.389
C22 13.178 16.096 12.478
C23 13.749 16.687 13.608
C24 14.327 17.940 13.511
C25 14.383 18.597 12.287
C26 13.864 17.992 11.146
C27 13.274 16.748 11.237
H1 10.400 13.219 15.573
H2 9.772 13.406 13.949
H3 10.886 11.072 14.804
H4 12.370 11.893 14.292
H5 11.338 11.023 9.642
H6 13.252 10.361 8.244
H7 15.471 10.014 9.266
H8 15.765 10.271 11.692
H9 13.805 10.739 13.134
H10 11.019 8.852 10.795
H11 9.741 6.776 10.921
H12 7.923 6.526 12.592
H13 7.559 8.297 14.289
H14 8.772 10.411 14.129
H15 12.554 14.220 14.913
H16 11.192 15.318 14.607
H17 10.933 17.230 12.380
H18 8.662 17.957 11.836
H19 7.030 16.362 10.890
H20 7.593 13.968 10.754
H21 9.890 13.218 11.255
H22 13.694 16.194 14.567
H23 14.724 18.410 14.397
H24 14.832 19.577 12.218
H25 13.912 18.492 10.190
H26 12.835 16.294 10.358
C28 15.112 14.586 17.266
N1 14.734 13.334 16.633
C29 14.499 12.214 17.528
C30 14.785 13.206 15.368
N2 14.771 13.102 14.204
H27 16.034 14.444 17.836
H28 14.320 14.890 17.954
H29 15.271 15.367 16.526
H30 15.436 11.925 18.010
H31 14.093 11.355 16.996
H32 13.797 12.527 18.303
N3 17.596 11.464 13.334
C31 17.925 12.613 12.754
N4 17.094 13.488 12.250
C32 17.771 14.578 11.749
C33 17.205 15.704 11.170
C34 18.036 16.712 10.709
C35 19.431 16.625 10.820
C36 20.019 15.521 11.398
C37 19.190 14.501 11.862
S1 19.660 13.035 12.626
H33 16.628 11.268 13.538
H34 18.308 10.860 13.720
H35 16.128 15.780 11.099
H36 17.597 17.583 10.250
H37 20.046 17.433 10.456
H38 21.090 15.444 11.491
Br1 11.282 14.265 7.323
C38 13.046 13.999 7.995
C39 14.163 13.973 7.163
C40 15.394 13.708 7.742
C41 15.474 13.495 9.110
N5 14.408 13.572 9.914
C42 13.223 13.814 9.362
H39 14.069 14.142 6.101
H40 16.284 13.662 7.134
H41 16.413 13.240 9.576
H42 12.362 13.851 10.020


(2)
ORCA calculation (ωB97M-V with the def2-TZVPD basis set) on a 8-piece molecular cluster, C42H42ClO14 overall.

## Properties
Relative energy (zero: lowest compared OMol25 entry of this formula, charge and spin)   0.0 kcal/mol
Multiplicity   1
Total charge   -1
Orbital gap   7.514 eV
LUMO   1.985 eV

Geometry (Å):
Cl1 7.289 31.336 38.673
C1 7.765 31.652 46.140
C2 8.441 31.851 44.689
C3 7.661 31.453 43.620
C4 6.423 30.748 43.827
C5 5.836 30.592 45.017
C6 6.503 31.082 46.280
O1 5.846 30.939 47.531
O2 8.153 31.639 42.342
H1 8.403 32.313 46.807
H2 9.375 32.094 44.635
H3 5.839 30.262 42.966
H4 4.815 30.151 45.226
H5 5.237 30.157 47.549
H6 7.497 31.277 41.574
C7 2.995 35.988 39.473
C8 4.477 35.675 39.803
C9 4.986 34.359 39.608
C10 4.041 33.384 39.090
C11 2.729 33.682 38.715
C12 2.165 34.898 38.956
O3 0.861 35.154 38.694
O4 6.206 33.941 39.862
H7 2.586 36.936 39.621
H8 5.114 36.440 39.985
H9 4.533 32.381 38.803
H10 2.313 33.014 38.388
H11 0.655 36.061 38.829
H12 6.410 32.979 39.814
C13 1.521 29.388 34.699
C14 2.463 29.312 35.911
C15 3.687 29.942 35.752
C16 3.908 30.747 34.638
C17 2.978 30.881 33.684
C18 1.770 30.200 33.649
O5 0.893 30.332 32.641
O6 4.473 29.930 36.851
H13 0.716 28.834 34.896
H14 2.033 28.830 36.840
H15 4.566 31.489 34.629
H16 2.946 31.508 32.812
H17 -0.020 30.637 32.767
H18 5.238 30.366 36.758
C19 3.630 29.808 40.759
C20 2.538 30.303 41.728
C21 2.507 29.518 42.897
C22 3.324 28.392 43.248
C23 4.216 28.034 42.221
C24 4.480 28.838 41.080
O7 5.528 28.532 40.249
O8 1.463 29.711 43.769
H19 3.687 30.297 40.017
H20 1.804 31.122 41.498
H21 3.302 27.780 44.205
H22 4.920 27.186 42.430
H23 6.169 29.378 40.006
H24 1.360 29.064 44.554
C25 7.399 35.370 37.354
C26 7.801 36.842 37.215
C27 7.523 37.453 35.921
C28 6.800 36.747 34.922
C29 6.400 35.427 35.171
C30 6.698 34.708 36.304
O9 6.133 33.388 36.386
O10 7.845 38.691 35.612
H25 7.690 34.960 38.236
H26 8.530 37.116 37.963
H27 6.414 37.105 34.043
H28 5.666 34.886 34.594
H29 6.206 33.097 37.182
H30 8.437 39.262 36.234
C31 11.050 31.341 39.986
C32 12.323 30.575 40.200
C33 13.483 31.124 39.755
C34 13.439 32.297 38.859
C35 12.239 32.923 38.583
C36 11.011 32.424 39.079
O11 9.875 33.170 38.772
O12 14.700 30.421 39.916
H31 10.051 30.873 40.385
H32 12.230 29.545 40.636
H33 14.217 32.652 38.180
H34 12.390 33.773 37.812
H35 9.119 32.706 38.367
H36 15.446 30.696 39.457
C37 7.592 31.935 33.674
C38 7.789 31.097 34.928
C39 7.478 29.736 35.032
C40 6.926 29.164 33.846
C41 6.729 29.778 32.603
C42 7.033 31.153 32.518
O13 6.758 31.840 31.338
O14 7.359 29.125 36.181
H37 8.094 32.854 33.620
H38 8.384 31.649 35.630
H39 6.413 28.192 34.055
H40 6.156 29.391 31.755
H41 6.453 31.086 30.682
H42 7.410 29.778 36.887


| no. | F_max (eV Å⁻¹) |
| --- | --- |
| 1 | 3.0 |
| 2 | 16.5 |